Record 1
This record from OMol25 describes a molecular structure, C30H30IrNP2Se3Te at a distorted geometry. The level of theory is the ωB97M-V functional and the def2-TZVPD basis.

max |F|: 1.13 eV Å⁻¹
LUMO energy (spin up / spin down): -0.38 / -2.18 eV
multiplicity: 5
HOMO energy (spin up / spin down): -6.98 / -7.72 eV
⟨S²⟩: 6.026
gap between HOMO and LUMO (spin up / spin down): 0.243 / 0.204 Eh
energy relative to the best compared isomer or geometry (same formula, charge and spin): 0.8705 eV

Last column: Löwdin charge in e.
Geometry (Å):
Ir (-0.16094, 2.21735, 0.38701)  0.40
Te (-0.46880, 4.69975, 3.34180)  0.35
Se (-1.02933, 4.49105, -0.48307)  0.00
Se (-1.00492, 2.38166, 2.78917)  -0.15
Se (-0.93860, 5.97767, 1.22003)  -0.13
P (0.31668, -1.37319, 0.11234)  0.99
P (-1.70426, 0.68699, -0.47377)  0.71
N (-1.36559, -0.92533, 0.00695)  -0.39
C (3.03615, 2.19769, 0.12585)  -0.15
C (-6.24250, 1.18406, 0.16430)  -0.08
C (0.60679, -1.33168, 1.92233)  -0.40
C (-4.14426, 1.89765, -0.76249)  -0.10
C (4.51042, 2.17819, 0.03906)  -0.64
C (5.04209, 0.90669, 0.71539)  -0.06
C (0.18258, -3.19335, -0.12779)  -0.38
C (-1.64809, 0.56767, -2.29148)  -0.36
C (-0.85957, -5.14293, -1.11349)  -0.09
C (-4.23086, -0.05568, 0.63490)  -0.08
C (0.12681, -5.95711, -0.57427)  -0.10
C (1.06471, -1.12765, 4.66636)  -0.08
C (1.15306, -5.38991, 0.17286)  -0.09
C (0.03232, -1.93606, 4.19259)  -0.08
C (-0.18940, -2.04265, 2.82825)  -0.10
C (1.18128, -4.01957, 0.39012)  -0.11
C (-0.82916, -3.76689, -0.89896)  -0.10
C (1.81869, 2.20293, 0.17047)  -0.29
C (-2.38269, -0.47054, -4.33826)  -0.08
C (1.63718, -0.52970, 2.40657)  -0.12
C (1.86882, -0.43314, 3.77594)  -0.08
C (-5.50792, 2.07731, -0.60707)  -0.07
C (-1.59123, 0.41449, -5.06823)  -0.08
C (-3.49484, 0.81772, -0.15973)  -0.34
C (-0.85375, 1.44220, -3.02439)  -0.10
C (-2.41207, -0.39373, -2.95622)  -0.09
C (5.06974, 3.41767, 0.75744)  -0.06
C (-0.82669, 1.36729, -4.41418)  -0.07
C (-5.60290, 0.12471, 0.78986)  -0.08
C (4.93733, 2.19681, -1.43420)  -0.06
H (4.57584, 1.30585, -1.95270)  0.09
H (-2.97874, -1.21641, -4.85172)  0.10
H (-1.90161, -1.22005, 0.81103)  0.02
H (-6.16694, -0.56681, 1.40411)  0.10
H (4.53123, 3.07512, -1.93982)  0.09
H (1.98295, -3.58793, 0.98268)  0.11
H (6.16385, 3.42138, 0.70259)  0.08
H (2.67136, 0.19591, 4.14489)  0.11
H (-3.76376, -0.88781, 1.14514)  0.09
H (-0.97002, -2.70653, 2.46377)  0.11
H (0.09785, -7.02899, -0.73346)  0.10
H (6.13630, 0.88404, 0.66695)  0.08
H (-7.31105, 1.31768, 0.28119)  0.10
H (4.74429, 0.87735, 1.76679)  0.08
H (4.69260, 4.33250, 0.29560)  0.09
H (2.24084, 0.03790, 1.70244)  0.06
H (-0.20487, 2.04966, -4.98108)  0.11
H (-0.58927, -2.48933, 4.88766)  0.10
H (-0.24260, 2.16938, -2.50441)  0.06
H (-3.03216, -1.07793, -2.38433)  0.11
H (4.65165, 0.01294, 0.22163)  0.09
H (1.93368, -6.01768, 0.58773)  0.10
H (-3.57295, 2.59926, -1.36231)  0.09
H (1.23577, -1.04130, 5.73316)  0.10
H (4.77229, 3.41867, 1.80813)  0.08
H (-1.59469, -3.13277, -1.33004)  0.08
H (6.02945, 2.22555, -1.50687)  0.08
H (-1.65732, -5.57818, -1.70612)  0.10
H (-1.57102, 0.35354, -6.14952)  0.10
H (-5.99930, 2.91652, -1.08506)  0.11

---

Record 2
This record from OMol25 describes a molecular structure, C30H30N11O2V at a distorted geometry. The level of theory is the ωB97M-V functional and the def2-TZVPD basis.

net charge: +1
max |F|: 2.12 eV Å⁻¹
LUMO energy (spin up / spin down): -3.19 / -3.62 eV
multiplicity: 4
HOMO energy (spin up / spin down): -8.84 / -11.59 eV
⟨S²⟩: 3.787
gap between HOMO and LUMO (spin up / spin down): 0.208 / 0.293 Eh
energy relative to the best compared isomer or geometry (same formula, charge and spin): 0.3750 eV

Last column: Löwdin charge in e.
Geometry (Å):
V (0.02950, 0.13263, 0.22869)  0.85
O (-0.32426, 2.10254, 0.82012)  -0.04
O (3.58143, 0.61061, -0.77739)  0.06
N (2.60564, -1.68761, 0.73064)  0.08
N (3.39971, 2.84628, -0.40169)  -0.04
N (2.40423, -3.24142, -0.98868)  -0.02
N (0.80413, -1.50719, -0.69261)  -0.02
N (-0.98227, 0.68210, -1.39818)  0.00
N (-2.69691, 1.53388, -3.40999)  0.11
N (0.37458, -0.24145, 2.16860)  0.02
N (1.59513, 1.40382, 0.00472)  0.06
N (-1.68700, -0.43567, 0.73745)  0.01
N (0.48433, -0.90784, 4.87742)  0.10
N (-8.23860, -0.98474, 3.27493)  0.07
C (-2.74976, -0.08382, -0.03106)  -0.17
C (-5.64704, -0.76719, 2.26816)  -0.18
C (1.82482, -3.72031, -2.23471)  -0.14
C (3.85553, -2.24971, 1.22220)  -0.17
C (-1.37772, 1.69529, -3.50399)  -0.08
C (1.39901, 0.13308, 2.95337)  -0.08
C (-4.27592, -0.66519, 1.73228)  -0.13
C (0.83090, 2.43728, 0.43692)  -0.49
C (2.63932, 3.89985, -0.00381)  -0.03
C (-7.24604, -0.52674, 4.02935)  -0.13
C (0.20924, -1.90270, -1.97722)  -0.21
C (-6.68978, -1.23821, 1.47433)  -0.01
C (-7.95919, -1.33041, 2.02398)  -0.13
C (-0.67477, -0.82732, 2.80004)  -0.15
C (1.43893, -0.17419, 4.29482)  -0.09
C (-0.56100, -1.21713, 4.13799)  -0.05
C (3.89790, -3.72144, 0.88157)  -0.15
C (-1.89644, -0.83901, 2.01459)  -0.16
C (-4.04362, -0.19698, 0.43169)  0.07
C (3.68302, -3.83850, -0.61355)  -0.13
C (1.36286, 3.76323, 0.42040)  0.03
C (-2.32380, 0.53103, -1.28483)  -0.16
C (2.88228, 1.54551, -0.41276)  -0.50
C (4.78058, 3.01990, -0.83492)  0.00
C (-3.16139, 0.96844, -2.30971)  -0.04
C (-5.94084, -0.40035, 3.57901)  -0.01
C (1.92133, -2.15157, -0.35038)  -0.32
C (0.35446, -3.38476, -2.26877)  -0.15
C (-0.52200, 1.27767, -2.50205)  -0.07
C (-3.17253, -0.96849, 2.53345)  0.07
H (2.33585, -3.25275, -3.08335)  0.14
H (-3.31834, -1.27422, 3.55996)  0.12
H (2.57202, -0.68565, 0.75568)  0.07
H (4.85294, -4.15617, 1.17021)  0.12
H (4.70835, -1.73499, 0.76817)  0.13
H (3.11842, 4.86896, -0.04043)  0.14
H (4.89218, 2.72610, -1.87729)  0.10
H (5.44132, 2.39338, -0.23922)  0.10
H (3.65631, -4.88533, -0.91380)  0.13
H (3.89238, -2.09475, 2.30225)  0.12
H (2.21113, 0.67641, 2.48665)  0.12
H (0.67216, -1.33021, -2.79060)  0.12
H (5.06173, 4.06228, -0.71669)  0.09
H (-0.84954, -1.65907, -1.95488)  0.10
H (1.98891, -4.79580, -2.29509)  0.13
H (-4.87791, 0.11665, -0.18051)  0.12
H (-6.50408, -1.55352, 0.45552)  0.11
H (-8.78884, -1.70430, 1.43438)  0.11
H (-0.18059, -3.96778, -1.51657)  0.13
H (-1.00606, 2.16481, -4.40527)  0.12
H (-4.23655, 0.85363, -2.24346)  0.12
H (4.50501, -3.35344, -1.15106)  0.14
H (3.09832, -4.24782, 1.40712)  0.13
H (-5.17431, 0.00322, 4.22781)  0.11
H (0.55028, 1.40361, -2.57829)  0.13
H (-7.51113, -0.24312, 5.04168)  0.11
H (2.25735, 0.15207, 4.92344)  0.12
H (-0.06045, -3.61461, -3.24953)  0.12
H (0.76769, 4.60643, 0.73159)  0.12
H (-1.34098, -1.79841, 4.61630)  0.12

---

Record 3
This record from OMol25 describes a molecular structure, C30H30N2O9P3SSe2Tl. The level of theory is the ωB97M-V functional and the def2-TZVPD basis.

max |F|: 0.43 eV Å⁻¹
LUMO energy: -0.56 eV
HOMO energy: -8.14 eV
gap between HOMO and LUMO: 0.278 Eh
energy relative to the best compared isomer or geometry (same formula, charge and spin): 0.0000 eV

Last column: Löwdin charge in e.
Geometry (Å):
Tl (0.38368, 0.23385, 0.40768)  0.71
Se (-0.64560, 0.80689, -3.46068)  0.29
Se (-0.84073, 2.38468, -0.17419)  0.51
S (-1.55482, -1.75773, 1.68510)  0.62
P (-0.00388, 2.39407, -2.24188)  0.12
P (2.33870, -1.42391, 2.89069)  0.36
P (2.25435, 1.41913, 3.28639)  0.48
O (3.75357, 1.28116, 2.85834)  -0.12
O (0.43451, -0.14733, 4.41142)  -0.04
O (2.30033, 2.59927, 4.34775)  -0.08
O (1.57674, -1.13943, 1.59993)  -0.34
O (1.26684, 1.72413, 2.20680)  -0.38
O (3.82348, -1.34261, 2.83168)  -0.27
O (1.80850, -2.81603, 3.43181)  -0.09
O (-1.44791, -0.41370, 2.25891)  -0.36
O (-0.93145, -2.83819, 2.41586)  -0.28
N (-1.00222, -1.55309, 0.20768)  -0.19
N (1.31868, -1.11973, -1.19184)  0.03
C (2.41086, -0.85584, -1.86521)  -0.09
C (3.92317, 2.31133, -3.24875)  -0.07
C (4.59274, 2.24964, -2.03060)  -0.07
C (2.54325, 2.39365, -3.28076)  -0.10
C (0.70992, -2.33256, -1.29471)  -0.15
C (-1.05871, -3.83525, -0.64947)  0.00
C (-3.27098, -2.11965, 1.55153)  -0.29
C (-4.07063, -1.26741, 0.79922)  -0.04
C (0.62329, -4.59609, -2.20384)  -0.03
C (-0.48229, 4.04265, -2.81713)  -0.42
C (-0.11365, 6.41530, -2.90029)  -0.07
C (-2.04873, 5.45788, -3.96279)  -0.07
C (-0.48107, -2.59661, -0.54542)  -0.25
C (-3.80034, -3.22907, 2.18085)  -0.05
C (3.87894, 2.30174, -0.84637)  -0.06
C (-7.45439, -2.92132, 1.19993)  -0.05
C (1.81516, 2.43451, -2.09053)  -0.43
C (2.42685, -3.02203, -2.84643)  0.02
C (1.81910, -0.14571, 4.10865)  -0.60
C (-1.28136, 6.56626, -3.63622)  -0.08
C (2.49189, 2.40999, -0.87381)  -0.14
C (2.55736, -0.32481, 5.42696)  -0.05
C (-1.65086, 4.19439, -3.55688)  -0.10
C (-0.50204, -4.83454, -1.47123)  -0.06
C (0.28608, 5.15500, -2.48696)  -0.08
C (1.25166, -3.33072, -2.12568)  -0.14
C (-5.15886, -3.48734, 2.05740)  -0.03
C (-5.41928, -1.53844, 0.68798)  -0.03
C (-5.98291, -2.65121, 1.31688)  -0.27
C (3.00783, -1.79382, -2.72357)  -0.01
H (2.85728, -3.77764, -3.49188)  0.12
H (0.48713, 7.27838, -2.64958)  0.11
H (-5.58206, -4.35443, 2.54671)  0.11
H (2.29494, -1.29517, 5.84856)  0.09
H (2.84032, 0.13141, -1.74031)  0.09
H (-2.22774, 3.31741, -3.82344)  0.08
H (2.25374, 0.45453, 6.12637)  0.09
H (4.00444, 0.30535, 2.79205)  0.05
H (-7.70463, -3.91544, 1.56700)  0.08
H (1.95767, 2.50650, 0.06036)  0.04
H (4.38716, 2.26174, 0.10816)  0.11
H (-6.04838, -0.88217, 0.10125)  0.12
H (-3.63278, -0.41104, 0.30414)  0.12
H (0.87562, -2.95360, 3.17492)  0.05
H (-3.15645, -3.87658, 2.75863)  0.12
H (-1.59064, 7.55088, -3.96000)  0.10
H (-7.78584, -2.84527, 0.16448)  0.08
H (1.05013, -5.35662, -2.84281)  0.11
H (1.19630, 5.03842, -1.91142)  0.11
H (-0.11069, -0.14955, 3.60681)  0.04
H (-2.95613, 5.57602, -4.54031)  0.11
H (1.45802, 3.06962, 4.38066)  0.10
H (-0.98905, -5.79949, -1.52053)  0.11
H (4.47949, 2.27965, -4.17508)  0.11
H (-1.96215, -4.04809, -0.09556)  0.11
H (5.67093, 2.16740, -2.00989)  0.11
H (3.63566, -0.28706, 5.28490)  0.09
H (-8.02603, -2.19580, 1.78084)  0.09
H (2.02218, 2.39722, -4.23049)  0.10
H (3.90680, -1.52792, -3.25870)  0.11